w.
DFT (wB97M-V/def2-TZVPD) results for a cluster of 8 separate species, H16O8 in total.

Output
total charge	0
SMILES	O.O.O.O.O.O.O.O
multiplicity	1
Kohn-Sham gap	10.51	eV

CARTESIAN COORDINATES (ANGSTROEM)
H  2.0228  1.0044  1.5848
O  3.5323  -0.3945  -0.5976
H  -3.4404  -3.7122  0.1696
H  2.3897  4.2548  1.4346
O  1.4886  4.5377  1.6265
O  -3.6559  -1.3336  -1.5502
H  0.8304  0.2280  2.1190
H  -3.1819  -2.7620  -0.9881
H  0.7411  0.0792  -0.8794
O  -0.1121  -0.3687  -0.8587
O  1.0659  0.9273  1.4990
O  -0.2093  2.5609  1.4187
H  0.5082  -3.2070  -0.6916
H  -0.5175  2.1749  2.2464
H  0.9735  3.7241  1.5856
H  3.7288  0.0899  -1.4074
O  -3.2180  -2.7949  -0.0255
H  -0.6215  3.4320  1.3985
H  3.4751  -1.3136  -0.8822
O  1.0400  -3.0512  -1.4802
H  -3.4608  -0.6069  -0.9479
H  -0.5053  -0.1639  -1.7146
H  1.9306  -2.9124  -1.1387
H  -4.3243  -0.9732  -2.1438

Atomic partial charges in e from the Löwdin method, atoms 1 to 2: number 1, H, carries 0.056; number 2, O, carries -0.046



x.
DFT (wB97M-V/def2-TZVPD) results for a cluster of 8 separate species, H16O8 in total.

Output
total charge	0
SMILES	O.O.O.O.O.O.O.O
multiplicity	1
Kohn-Sham gap	9.99	eV

CARTESIAN COORDINATES (ANGSTROEM)
H  -2.3211  -1.2168  1.4627
O  -0.2150  -1.0560  1.1011
H  2.0755  4.2503  -1.2248
H  -0.8851  -0.4746  1.4779
H  -3.0100  3.1438  -0.7167
H  -3.3488  -1.2008  0.3431
O  1.0802  -1.4973  -2.3487
H  1.2430  3.0510  -0.8022
O  -1.8153  -1.2704  -1.1608
O  2.4825  -1.6513  -0.5373
H  1.1274  -1.2771  -1.4116
O  2.5247  0.4747  3.0915
H  0.3044  -0.4772  0.5317
O  -3.0741  -1.7080  1.1153
O  -3.0246  3.0069  0.2372
H  1.7048  -0.8918  -2.7637
H  2.1858  0.9518  3.8573
H  -2.1367  2.6932  0.4427
H  -2.1360  -1.9857  -1.7215
H  3.0893  -2.2314  -0.0638
O  1.7960  3.3768  -1.5213
H  3.1700  -0.1373  3.4632
H  3.0559  -1.1287  -1.1092
H  -2.1544  -0.4724  -1.5818

Atomic partial charges in e from the Löwdin method, atoms 1 to 2: number 1, H, carries -0.012; number 2, O, carries -0.046



Relative to the most stable structure, the computed energies are w 9.6; x 0.0, all in kcal/mol.



w.
DFT (wB97M-V/def2-TZVPD) results for a cluster of 8 separate species, H16O8 in total.

Output
total charge	0
SMILES	O.O.O.O.O.O.O.O
multiplicity	1
Kohn-Sham gap	9.86	eV

CARTESIAN COORDINATES (ANGSTROEM)
O  2.5445  -0.5867  -1.0726
H  -1.9811  -1.7816  2.2224
H  -0.5973  1.9239  -0.0974
O  -1.7952  -1.1180  2.9294
H  -5.3547  0.3210  1.0109
H  3.2701  0.8749  -3.2894
O  2.7708  1.6726  -3.6287
O  0.0026  1.9326  0.5835
H  -0.3275  0.2717  -1.3710
H  1.6223  -0.7239  -1.3488
H  0.3825  -1.0562  1.6310
H  2.5345  -1.5211  1.2606
O  -1.0138  0.2577  -1.9459
O  0.7452  -1.4012  0.8801
H  2.9581  -0.4636  -1.9969
H  -2.5317  -0.9862  3.4400
H  3.3955  1.8831  -4.3097
O  2.0854  -1.5822  2.0842
H  -5.7318  1.7474  0.3827
H  0.4847  1.0417  0.5881
H  0.4734  -0.7585  0.2003
H  2.8337  -1.4213  2.7221
O  -5.0218  1.0193  0.4619
H  -1.7483  0.4547  -1.3369

Atomic partial charges in e from the Löwdin method, atoms 1 to 2: number 1, O, carries -0.058; number 2, H, carries 0.067



x.
DFT (wB97M-V/def2-TZVPD) results for a cluster of 8 separate species, H16O8 in total.

Output
total charge	0
SMILES	O.O.O.O.O.O.O.O
multiplicity	1
Kohn-Sham gap	10.82	eV

CARTESIAN COORDINATES (ANGSTROEM)
O  -3.3338  -0.9561  0.0352
O  -0.6082  2.3459  0.9374
H  -1.0019  2.8940  0.2478
H  -0.2801  -0.6920  -0.3111
H  -2.5720  -1.0054  0.6266
H  2.5030  3.2412  1.5806
O  0.9205  -2.3049  -1.9188
O  0.2208  -1.9833  3.1705
H  1.7352  -2.1070  -1.4454
H  -0.4669  0.3916  0.7652
H  -0.4978  -2.6222  3.1614
O  -1.2250  -0.3544  -2.9501
H  -1.3866  -0.4804  -3.8896
O  2.3340  2.3258  1.3399
H  2.0265  0.9623  -0.4535
H  -0.9540  2.6849  1.7722
O  -0.2050  -0.5361  0.6420
O  2.2160  0.8953  -1.3991
H  -3.8250  -0.1799  0.3200
H  0.6164  -3.1345  -1.5348
H  1.3777  2.2843  1.1811
H  2.6801  0.0599  -1.4985
H  -0.0096  -1.3431  2.4796
H  -0.2643  -0.3857  -2.8587

Atomic partial charges in e from the Löwdin method, atoms 1 to 2: number 1, O, carries -0.058; number 2, O, carries -0.034



y.
DFT (wB97M-V/def2-TZVPD) results for a cluster of 8 separate species, H16O8 in total.

Output
total charge	0
SMILES	O.O.O.O.O.O.O.O
multiplicity	1
Kohn-Sham gap	11.01	eV

CARTESIAN COORDINATES (ANGSTROEM)
H  -2.9054  -1.0171  2.6196
H  -0.4814  4.1782  2.2345
O  -1.1547  2.8545  -1.0449
H  -0.3985  -1.3874  -1.2518
H  -0.2163  2.8692  -0.8255
H  -0.5896  -2.8502  -0.8858
H  0.2518  0.7221  -0.1180
H  -3.5458  0.1963  3.2734
H  -0.1139  4.9517  3.4901
H  1.0978  -4.7723  1.2069
H  -1.3427  3.7555  -1.3311
H  -0.1021  -3.9248  0.8172
O  -0.8623  4.5422  3.0416
O  -2.7057  -0.2696  3.1943
H  3.2887  -1.7471  -0.9674
H  3.8416  -1.2338  -2.2868
O  3.9157  -1.1131  -1.3334
H  -0.0764  -0.2707  -2.9176
O  0.0844  -2.2159  -1.1550
O  0.7732  -4.1886  0.5120
O  -0.4089  0.5978  -3.1709
H  -0.2741  -0.6463  0.2832
O  0.5078  -0.2058  -0.0685
H  0.3702  1.1645  -3.1430

Atomic partial charges in e from the Löwdin method, atoms 1 to 2: number 1, H, carries 0.026; number 2, H, carries 0.024



z.
DFT (wB97M-V/def2-TZVPD) results for a cluster of 8 separate species, H16O8 in total.

Output
total charge	0
SMILES	O.O.O.O.O.O.O.O
multiplicity	1
Kohn-Sham gap	10.75	eV

CARTESIAN COORDINATES (ANGSTROEM)
O  -24.0995  7.5752  5.7070
O  -22.4490  5.2349  8.5038
H  -21.1668  7.6669  9.4105
H  -23.3300  5.0054  8.7355
H  -24.4282  5.4835  7.0919
H  -21.0779  11.0068  7.1139
O  -22.5769  7.9801  8.1420
H  -23.0960  7.9161  7.3180
H  -22.9022  11.0815  8.1659
O  -20.3242  7.6951  9.8287
H  -20.8966  12.0639  6.1791
O  -21.5512  11.6666  6.6499
H  -22.6535  8.9253  8.3448
H  -22.5187  6.1844  8.5917
O  -19.6813  9.6025  7.6025
H  -22.2079  11.1413  9.5642
H  -24.0062  7.2564  4.8443
O  -22.8776  10.7067  9.0022
H  -20.0592  6.7831  9.8661
H  -24.5236  3.9420  6.9995
O  -24.8632  4.7105  7.4515
H  -24.1676  8.5513  5.5883
H  -19.7654  8.7719  8.0140
H  -18.8161  9.7700  7.2845

Atomic partial charges in e from the Löwdin method, atoms 1 to 2: number 1, O, carries -0.021; number 2, O, carries -0.054



Relative to the most stable structure, the computed energies are w 97.1; x 1.4; y 35.6; z 0.0, all in kcal/mol.



w.
DFT (wB97M-V/def2-TZVPD) results for a cluster of 8 separate species, H16O8 in total.

Output
total charge	0
SMILES	O.O.O.O.O.O.O.O
multiplicity	1
Kohn-Sham gap	10.12	eV

CARTESIAN COORDINATES (ANGSTROEM)
O  5.0495  -0.7144  0.6301
H  3.5482  -0.9968  -0.5933
H  -1.4408  4.8555  -1.2466
O  0.9934  0.9293  -0.9086
O  -1.3535  -3.3087  0.1440
H  -2.0415  5.3220  -2.5625
H  -0.6755  2.1871  4.4782
H  4.8751  0.0365  0.0516
H  5.4282  -0.3171  1.4224
O  -2.1117  5.4450  -1.6091
H  -1.8160  -2.4519  -2.7896
H  0.1649  0.4776  -0.7121
H  -4.0524  -2.0270  1.4494
H  -0.6426  0.9328  3.6205
H  -0.9345  -2.5015  0.4631
H  0.7389  1.6312  -1.5181
O  -3.4270  -1.6513  0.8196
H  3.0126  0.4114  -0.7932
O  -0.8835  1.8657  3.5936
O  3.5566  -0.2620  -1.2169
H  -0.7769  -3.6062  -0.5687
H  -2.3681  -1.9053  -1.4833
O  -2.2498  -2.7265  -1.9739
H  -2.5938  -1.6256  1.3034

Atomic partial charges in e from the Löwdin method, atoms 1 to 2: number 1, O, carries -0.078; number 2, H, carries 0.033



x.
DFT (wB97M-V/def2-TZVPD) results for a structure of composition H16O8.

Output
total charge	0
multiplicity	1
Kohn-Sham gap	6.81	eV

CARTESIAN COORDINATES (ANGSTROEM)
H  0.5416  -1.9428  -0.7154
H  -1.6496  -3.1756  0.9844
H  -5.2156  -0.8277  -0.5151
O  -1.0603  -2.8195  0.3100
H  -4.0849  -1.6435  -1.1201
O  -0.0288  0.6173  -1.0563
H  1.0016  3.3653  -3.6010
O  1.2869  -1.5230  -1.1596
H  -0.6527  -2.0559  0.7342
O  0.8345  3.7776  -2.7459
H  1.6923  -2.2376  -1.6636
O  -1.7319  3.5539  2.8439
H  2.8457  -2.0612  0.3476
O  3.2560  0.0071  2.4796
H  -2.5055  3.0013  2.6855
H  -0.8990  0.5081  -0.6566
H  3.3217  -1.0630  -0.6951
H  2.7210  -0.7322  2.1696
O  2.5671  -1.2740  -0.1338
O  -4.4225  -1.3209  -0.2769
H  0.5765  0.2426  -0.4065
H  -0.1266  3.8302  -2.6948
H  -0.9878  2.9898  2.6049
H  2.7205  0.7836  2.2811

Atomic partial charges in e from the Löwdin method, atoms 1 to 2: number 1, H, carries 0.025; number 2, H, carries 0.053



Relative to the most stable structure, the computed energies are w 0.0; x 103.5, all in kcal/mol.



w.
DFT (wB97M-V/def2-TZVPD) results for a cluster of 8 separate species, H16O8 in total.

Output
total charge	0
SMILES	O.O.O.O.O.O.O.O
multiplicity	1
Kohn-Sham gap	10.52	eV

CARTESIAN COORDINATES (ANGSTROEM)
H  -0.4760  0.4030  -2.2506
H  1.1459  3.3305  0.6673
H  -3.9997  0.5226  -1.7247
H  -3.0890  -0.1658  -0.7303
O  -1.9964  -1.9777  -1.1966
H  -1.2136  -2.4415  -0.8995
H  2.8713  0.5292  -0.2000
H  0.0004  -2.3882  3.3416
O  0.4229  2.7044  0.7049
O  -0.3230  -2.5591  2.4571
H  2.4118  -0.4862  -1.2245
H  4.1340  1.4607  1.9550
H  -1.0246  -0.9964  -2.4320
H  -0.3116  -0.1688  -0.3327
O  -3.4366  0.6934  -0.9696
H  0.0222  0.3376  1.0544
O  2.3864  0.4489  -1.0214
H  -0.2736  3.1696  1.1683
O  3.3323  1.4455  1.4323
O  -0.6529  -0.2602  -2.9179
O  0.0898  -0.4357  0.4943
H  -0.0246  -1.8087  1.9432
H  2.6318  1.3138  2.0712
H  -2.6274  -2.6711  -1.3897

Atomic partial charges in e from the Löwdin method, atoms 1 to 2: number 1, H, carries 0.017; number 2, H, carries 0.040



x.
DFT (wB97M-V/def2-TZVPD) results for a cluster of 8 separate species, H16O8 in total.

Output
total charge	0
SMILES	O.O.O.O.O.O.O.O
multiplicity	1
Kohn-Sham gap	10.55	eV

CARTESIAN COORDINATES (ANGSTROEM)
H  -1.3476  -1.4316  2.6223
H  -2.0479  -0.3234  1.8751
O  2.2805  -1.8858  2.7497
O  0.5701  0.3746  -0.4341
O  -2.1598  -1.1363  2.2077
H  0.4084  3.2167  2.1276
H  3.6649  1.9981  -1.8044
O  0.5555  -2.6536  -2.4500
H  -5.2308  0.2201  -0.6036
H  1.1586  -0.3687  -0.7278
H  2.4149  -1.3208  3.6165
H  1.4112  -2.6782  -2.6652
H  0.4434  0.6724  -1.3071
H  0.3120  2.7757  0.6123
H  -4.0226  0.8033  -1.3738
H  -1.5824  0.5275  -1.2101
H  -0.7528  -0.7804  -0.9462
H  0.4291  -3.5523  -2.0962
O  4.2472  1.3124  -1.4731
H  5.1465  1.5974  -1.7453
O  -1.5704  -0.3580  -0.8056
H  2.7927  -2.6433  3.0055
O  0.5357  3.5059  1.1896
O  -4.8584  1.0018  -0.9066

Atomic partial charges in e from the Löwdin method, atoms 1 to 2: number 1, H, carries 0.037; number 2, H, carries -0.052



y.
DFT (wB97M-V/def2-TZVPD) results for a structure of composition H16O8.

Output
total charge	0
multiplicity	1
Kohn-Sham gap	8.86	eV

CARTESIAN COORDINATES (ANGSTROEM)
H  1.2290  -1.6926  -1.4026
H  -1.5466  -0.7090  -2.3234
H  0.4536  0.8285  2.1492
O  -0.2184  0.1139  -0.4349
O  0.6142  -0.6716  2.0454
O  2.5265  -0.4276  1.1495
H  -1.4887  1.2150  -0.8062
H  0.1486  0.4898  0.3652
O  -2.3338  1.5913  -0.5603
H  -2.9070  1.3994  -1.3025
O  1.0599  -1.6731  -0.4606
H  -0.3542  0.5654  -2.7315
H  -1.1852  -0.5316  -0.8640
H  2.6125  0.2723  1.7968
O  -1.9348  -0.5949  -1.4559
H  -0.8705  1.3808  1.6659
H  0.2558  -0.7092  -0.5529
O  0.0733  1.5361  1.6287
H  -0.2334  -1.0697  1.8474
H  0.3625  1.1438  -1.5300
H  1.4373  -2.4891  -0.1321
O  0.0361  1.3740  -2.3999
H  1.6617  -0.8029  1.3154
H  0.6016  -0.5391  2.9933

Atomic partial charges in e from the Löwdin method, atoms 1 to 2: number 1, H, carries 0.123; number 2, H, carries 0.033



z.
DFT (wB97M-V/def2-TZVPD) results for a cluster of 8 separate species, H16O8 in total.

Output
total charge	0
SMILES	O.O.O.O.O.O.O.O
multiplicity	1
Kohn-Sham gap	9.79	eV

CARTESIAN COORDINATES (ANGSTROEM)
H  1.0607  2.8248  -1.4549
H  -4.0130  1.0883  0.2081
H  -0.1801  -2.9930  1.7508
O  1.7402  -0.0203  -2.2976
H  -0.4840  -2.8503  0.2746
O  -3.3367  -1.8925  0.8472
H  -0.4777  -0.6408  0.2643
H  0.0143  0.5038  -0.5957
H  1.9047  0.7475  -2.8450
H  0.8147  4.2731  -1.0893
O  -0.3588  -2.3396  1.0745
H  -3.1383  -2.4047  0.0633
O  3.3751  0.5408  -0.1665
H  1.1279  0.3566  2.2003
H  1.8593  -0.7651  -2.8869
H  2.7651  0.4043  0.5584
H  -2.5971  -1.2911  0.9344
O  1.3824  3.5284  -0.8913
O  -3.5980  0.9368  1.0572
O  -0.7549  0.1911  -0.1195
O  1.5979  -0.2427  1.6205
H  -2.6628  0.8820  0.8610
H  2.9271  0.1751  -0.9293
H  1.0321  -1.0125  1.5613

Atomic partial charges in e from the Löwdin method, atoms 1 to 2: number 1, H, carries 0.009; number 2, H, carries 0.037



Relative to the most stable structure, the computed energies are w 0.0; x 48.1; y 132.0; z 5.8, all in kcal/mol.



w.
DFT (wB97M-V/def2-TZVPD) results for a cluster of 8 separate species, H16O8 in total.

Output
total charge	0
SMILES	O.O.O.O.O.O.O.O
multiplicity	1
Kohn-Sham gap	10.32	eV

CARTESIAN COORDINATES (ANGSTROEM)
H  1.1452  -0.3175  0.2870
H  4.0770  -3.5961  -0.4293
H  1.8359  -1.7060  -2.3404
O  0.2684  -0.0923  0.6136
H  -1.7540  3.6701  -2.0578
H  1.2647  2.6036  0.8195
O  0.0376  -2.9372  0.8624
O  1.6292  -2.3614  -1.6687
H  0.4644  -3.1592  0.0320
H  -0.0556  -1.9789  0.8425
O  -2.1540  3.0885  1.6880
H  -3.8571  -0.5808  1.1599
H  -1.4092  2.7907  1.1531
O  -1.2557  2.9542  -2.4604
H  0.5893  3.9053  0.4018
O  -3.2474  -1.3171  1.2532
H  2.6319  -3.2215  -0.1471
H  0.1111  0.8062  0.3100
O  3.3341  -3.8165  0.1377
H  -1.0783  2.3467  -1.7380
H  1.3531  -3.1386  -2.1650
H  -2.3714  -0.9265  1.1935
H  -2.0118  4.0297  1.8117
O  0.4526  2.9544  0.4409

Atomic partial charges in e from the Löwdin method, atoms 1 to 2: number 1, H, carries 0.050; number 2, H, carries 0.028



x.
DFT (wB97M-V/def2-TZVPD) results for a cluster of 8 separate species, H16O8 in total.

Output
total charge	0
SMILES	O.O.O.O.O.O.O.O
multiplicity	1
Kohn-Sham gap	10.28	eV

CARTESIAN COORDINATES (ANGSTROEM)
H  -20.6660  -1.5400  13.7570
H  -23.2190  -5.5680  8.6930
H  -23.8050  -3.0030  9.3930
H  -21.5590  -1.9950  12.6250
H  -20.4970  -3.7830  8.9840
O  -22.5940  -6.1980  8.2900
H  -20.5300  -3.8400  12.2570
H  -20.0680  -4.0720  10.4040
O  -20.7140  -4.3480  9.7510
H  -22.4790  0.2150  9.8620
O  -21.1110  -1.2100  12.9540
O  -23.2690  -2.9880  10.1930
H  -22.9400  -0.9170  10.8970
H  -24.2260  -1.8930  6.6390
H  -22.8700  -1.4120  5.9560
O  -22.5770  -0.0620  10.7600
H  -23.0670  -6.9200  7.8760
O  -21.3550  -4.1070  12.7260
O  -24.3470  -3.5400  7.3660
H  -25.0350  -3.7010  6.7440
H  -21.7440  -4.6320  12.0250
H  -22.3630  -3.1350  9.9960
H  -23.6170  -3.9200  6.9410
O  -23.7890  -1.1780  6.1800

Atomic partial charges in e from the Löwdin method, atoms 1 to 2: number 1, H, carries 0.046; number 2, H, carries 0.025



Relative to the most stable structure, the computed energies are w 0.0; x 7.8, all in kcal/mol.